Record 1
{
  "formula": "C4H10NO2",
  "method": "the ωB97M-V functional and the def2-TZVPD basis",
  "total_charge": 1,
  "fmax_ev_per_a": 5.8,
  "homo_energy_ev": -15.23,
  "homo_lumo_gap_ev": 11.62,
  "lumo_ev": -3.617,
  "e_tot_ev": -9887.363,
  "smiles": "C[NH2+][C@@H](C)C(=O)O",
  "symbols": ["O", "O", "N", "C", "C", "C", "C", "H", "H", "H", "H", "H", "H", "H", "H", "H", "H"],
  "positions_angstrom": [[-0.229, 2.431, 1.717], [0.457, 0.419, 2.326], [0.104, -1.034, 0.203], [-0.035, 1.330, 1.341], [0.000, 0.542, 0.112], [0.791, -1.490, -1.100], [-1.078, 0.817, -0.871], [1.007, 0.817, -0.377], [-2.056, 0.657, -0.496], [-0.868, -1.384, 0.323], [0.588, -1.242, 1.136], [1.581, -0.819, -1.550], [-0.993, 0.152, -1.731], [-1.044, 1.929, -1.201], [-0.155, -1.493, -1.887], [1.120, -2.561, -1.060], [0.811, 0.928, 3.115]],
  "nbo_charge": [-0.46, -0.78, -0.53, 0.77, -0.14, -0.45, -0.65, 0.27, 0.24, 0.45, 0.49, 0.26, 0.23, 0.28, 0.24, 0.27, 0.53]
}


Record 2
{
  "formula": "C37H34Co2N2O7P",
  "method": "the ωB97M-V functional and the def2-TZVPD basis",
  "total_charge": -1,
  "fmax_ev_per_a": 5.3,
  "homo_energy_ev": -2.20,
  "homo_lumo_gap_ev": 4.51,
  "lumo_ev": 2.316,
  "e_tot_ev": -140773.813,
  "symbols": ["Co", "Co", "P", "O", "O", "O", "O", "O", "O", "O", "N", "N", "C", "C", "C", "C", "C", "C", "C", "C", "C", "C", "C", "C", "C", "C", "C", "C", "C", "C", "C", "C", "C", "C", "C", "C", "C", "C", "C", "C", "C", "C", "C", "C", "C", "C", "C", "C", "C", "H", "H", "H", "H", "H", "H", "H", "H", "H", "H", "H", "H", "H", "H", "H", "H", "H", "H", "H", "H", "H", "H", "H", "H", "H", "H", "H", "H", "H", "H", "H", "H", "H", "H"],
  "positions_angstrom": [[0.885, 0.068, -0.889], [-0.123, -1.817, -2.125], [-2.236, -1.587, -1.480], [3.055, 2.007, -1.372], [3.249, 4.106, 3.671], [-1.270, 1.685, 0.140], [-0.853, -3.237, -4.534], [2.104, -1.570, 1.232], [1.127, 3.434, 3.093], [0.266, -4.159, -0.421], [2.172, 1.679, 1.359], [2.990, 2.550, 2.090], [-3.317, -4.143, -1.509], [1.810, 5.959, 4.440], [1.438, -0.800, -2.380], [0.159, -3.182, -1.048], [-4.285, -5.116, -1.763], [-5.621, -3.488, -2.950], [-3.123, -1.196, 3.066], [2.137, 1.368, -1.071], [-4.170, -1.087, 2.142], [-0.528, -2.611, -3.611], [-2.620, -1.464, 0.310], [-0.461, 0.986, -0.306], [-3.833, 2.164, -2.154], [-3.529, 0.954, -1.526], [-3.071, 1.273, -4.265], [-1.841, -1.515, 2.612], [0.177, -0.097, -2.501], [3.995, 5.347, 5.546], [3.791, -1.635, -2.419], [-3.928, -1.240, 0.771], [2.727, 4.837, 4.872], [-4.653, -2.510, -2.695], [-1.603, -1.669, 1.245], [-2.733, 0.075, -3.634], [-5.443, -4.794, -2.481], [5.128, -1.478, -2.892], [2.346, 3.393, 2.961], [4.556, -3.505, -1.040], [5.870, -3.297, -1.472], [3.525, -2.726, -1.562], [6.145, -2.292, -2.415], [-2.920, -0.073, -2.252], [1.600, -0.973, 0.363], [-3.579, 2.340, -3.517], [1.947, 3.919, 5.792], [2.775, -0.677, -2.742], [-3.501, -2.828, -1.962], [4.558, 6.000, 4.867], [5.318, -0.678, -3.616], [-4.756, -1.160, 0.066], [-6.202, -5.557, -2.664], [-4.122, -6.128, -1.392], [-2.414, -4.407, -0.955], [1.210, 1.881, 1.673], [-3.786, 3.298, -4.002], [-5.180, -0.870, 2.487], [4.321, -4.271, -0.305], [-3.779, 0.805, -0.481], [2.431, 0.727, 1.593], [7.166, -2.162, -2.771], [1.554, 6.597, 5.299], [-4.804, -1.499, -3.070], [-1.011, -1.648, 3.304], [6.669, -3.902, -1.057], [3.771, 5.926, 6.453], [0.997, 3.662, 5.311], [3.904, 2.781, 1.716], [-0.221, 0.608, -3.199], [-6.517, -3.223, -3.512], [2.500, 3.004, 6.027], [3.045, 0.158, -3.389], [2.270, 6.587, 3.671], [2.478, -2.930, -1.318], [-3.301, -1.042, 4.132], [-2.916, 1.347, -5.342], [-0.609, -1.964, 0.905], [1.715, 4.424, 6.742], [4.640, 4.507, 5.842], [0.888, 5.517, 4.046], [-2.278, -0.736, -4.212], [-4.273, 2.968, -1.566]],
  "mulliken_charge": [1.19, 1.16, 1.12, -0.44, -0.46, -0.44, -0.46, -0.45, -0.67, -0.48, -0.01, -0.56, -0.42, -1.59, -0.52, -0.01, -0.69, -0.66, -0.58, 0.08, -0.76, -0.16, 0.10, 0.29, -0.52, -0.86, -0.52, -0.81, 0.98, -1.71, 1.23, -0.71, 1.76, -0.26, 0.09, -0.62, -0.55, -0.89, 0.70, -0.73, -0.52, -0.09, -0.33, 0.62, -0.23, -0.71, -1.64, -1.97, 0.88, 0.38, 0.32, 0.59, 0.35, 0.40, 0.28, 0.24, 0.34, 0.38, 0.38, 0.46, 0.18, 0.34, 0.42, 0.28, 0.47, 0.35, 0.39, 0.38, 0.25, 0.66, 0.40, 0.35, 0.26, 0.35, 0.11, 0.37, 0.41, -0.13, 0.44, 0.38, 0.34, 0.30, 0.39]
}


Record 3
{
  "formula": "C54H45N2O2PS5V",
  "method": "the ωB97M-V functional and the def2-TZVPD basis",
  "total_charge": -2,
  "fmax_ev_per_a": 0.7,
  "homo_energy_ev": [-0.75, -2.28],
  "homo_lumo_gap_ev": [4.59, 6.12],
  "multiplicity": 4,
  "lumo_ev": [3.843, 3.840],
  "e_tot_ev": -152959.959,
  "symbols": ["V", "S", "S", "S", "S", "S", "P", "O", "O", "N", "N", "C", "C", "C", "C", "C", "C", "C", "C", "C", "C", "C", "C", "C", "C", "C", "C", "C", "C", "C", "C", "C", "C", "C", "C", "C", "C", "C", "C", "C", "C", "C", "C", "C", "C", "C", "C", "C", "C", "C", "C", "C", "C", "C", "C", "C", "C", "C", "C", "C", "C", "C", "C", "C", "C", "H", "H", "H", "H", "H", "H", "H", "H", "H", "H", "H", "H", "H", "H", "H", "H", "H", "H", "H", "H", "H", "H", "H", "H", "H", "H", "H", "H", "H", "H", "H", "H", "H", "H", "H", "H", "H", "H", "H", "H", "H", "H", "H", "H", "H"],
  "positions_angstrom": [[0.659, -0.146, -0.171], [-2.500, -1.527, 2.470], [-4.195, -2.797, 5.230], [2.107, 1.813, 0.459], [-0.958, 2.956, -1.894], [-1.019, 1.160, 0.827], [-3.340, -3.036, 3.446], [-2.431, 3.076, -2.074], [-1.348, 0.089, -2.492], [1.710, -1.165, 1.230], [2.267, -0.514, -1.334], [2.546, -0.217, -2.626], [4.847, -0.902, -2.404], [1.095, 6.038, -0.148], [-0.228, 3.344, -3.501], [-0.062, -1.992, -0.804], [-5.262, -4.978, 2.785], [-2.994, -1.522, -2.814], [1.671, 3.310, -4.955], [3.283, -1.055, -0.574], [1.020, 4.207, 3.530], [-1.526, -4.939, 2.434], [-0.928, 2.977, 2.865], [-0.745, -6.672, -2.153], [-1.228, 6.632, -0.250], [-0.198, 2.312, 1.885], [1.120, 3.088, -3.703], [-2.547, -0.402, -1.881], [-1.036, 3.785, -4.534], [1.354, -1.545, 2.438], [-2.515, -1.040, -4.199], [-0.282, -5.493, -4.189], [-6.547, -5.021, 0.755], [-0.327, -4.288, -2.089], [1.168, 2.601, 1.719], [-0.473, 4.550, -1.160], [-0.581, -6.680, -3.532], [-0.155, -4.312, -3.479], [2.974, -1.429, 0.764], [3.518, -2.475, 2.859], [-6.241, -5.561, 2.000], [0.830, 4.842, -0.795], [-2.085, -4.384, 3.584], [5.541, -1.896, -0.216], [3.791, -0.377, -3.175], [2.238, -2.221, 3.293], [-1.506, 5.431, -0.886], [-1.680, 0.207, -3.864], [-0.332, 3.922, 3.684], [-0.534, -5.900, 2.531], [-0.197, -3.066, -1.364], [-0.621, -5.492, -1.441], [-4.874, -3.327, 1.093], [0.072, 6.934, 0.126], [-4.568, -3.855, 2.338], [0.873, 3.764, -5.998], [-0.611, -5.747, 4.923], [5.230, -2.291, 1.044], [-0.479, 3.996, -5.786], [-1.616, -4.793, 4.825], [1.754, 3.547, 2.559], [-5.860, -3.906, 0.304], [3.922, -2.075, 1.577], [-0.070, -6.306, 3.777], [4.577, -1.273, -1.082], [-0.109, -6.336, 1.634], [2.812, 3.755, 2.439], [-1.105, 4.336, -6.603], [-2.033, 7.324, -0.035], [-0.754, 0.298, -4.434], [3.946, -0.105, -4.211], [-2.513, 5.152, -1.163], [-5.033, -5.381, 3.765], [0.284, 7.852, 0.660], [1.731, 2.706, -2.892], [-2.318, -0.738, -0.872], [-2.088, 3.947, -4.335], [6.538, -2.066, -0.607], [-1.860, -4.594, 1.461], [1.304, 3.926, -6.978], [4.223, -2.993, 3.500], [0.335, -1.318, 2.738], [1.624, 4.125, -0.960], [1.711, 0.156, -3.208], [-7.322, -5.469, 0.143], [1.501, 4.940, 4.167], [2.723, 3.113, -5.118], [-0.687, -7.603, -4.090], [-4.322, -2.457, 0.755], [0.717, -7.047, 3.848], [-0.972, -7.592, -1.628], [-0.917, 4.423, 4.446], [-0.745, -5.478, -0.366], [-3.345, -0.779, -4.859], [0.095, -3.386, -3.981], [2.109, 6.256, 0.163], [-0.256, -6.058, 5.899], [5.837, -1.037, -2.821], [1.891, -2.530, 4.268], [-0.145, -5.487, -5.264], [-1.975, 2.729, 2.983], [-6.776, -6.432, 2.360], [-2.277, 1.118, -4.012], [-1.916, -1.803, -4.694], [-4.070, -1.691, -2.769], [-2.481, -2.440, -2.533], [-6.090, -3.481, -0.666], [-3.271, 0.421, -1.841], [5.969, -2.784, 1.665], [-2.057, -4.350, 5.709]],
  "lowdin_spin": [2.06, 0.00, 0.00, 0.02, 0.00, -0.01, 0.00, 0.00, 0.00, 0.05, 0.16, 0.11, 0.20, 0.00, 0.00, -0.01, 0.00, 0.00, 0.00, 0.08, 0.00, 0.00, 0.00, 0.00, 0.00, 0.01, 0.00, 0.00, 0.00, 0.00, 0.00, 0.00, 0.00, 0.01, 0.00, 0.00, 0.01, 0.01, 0.05, 0.01, 0.00, 0.00, 0.00, 0.03, 0.06, 0.04, 0.00, 0.00, 0.00, 0.00, 0.04, 0.01, 0.00, 0.00, 0.00, 0.00, 0.00, -0.01, 0.00, 0.00, 0.00, 0.00, 0.04, 0.00, 0.01, 0.00, 0.00, 0.00, 0.00, 0.00, 0.00, 0.00, 0.00, 0.00, 0.00, 0.00, 0.00, 0.00, 0.00, 0.00, 0.00, 0.00, 0.00, 0.01, 0.00, 0.00, 0.00, 0.00, 0.00, 0.00, 0.00, 0.00, 0.00, 0.00, 0.00, 0.00, 0.00, 0.01, 0.00, 0.00, 0.00, 0.00, 0.00, 0.00, 0.00, 0.00, 0.00, 0.00, 0.00, 0.00]
}


Record 4
{
  "formula": "C13H11F3N4O",
  "method": "the ωB97M-V functional and the def2-TZVPD basis",
  "total_charge": 0,
  "fmax_ev_per_a": 7.5,
  "homo_energy_ev": -8.39,
  "homo_lumo_gap_ev": 8.15,
  "lumo_ev": -0.239,
  "e_tot_ev": -29817.314,
  "smiles": "C=CCOc1cc(C(F)(F)F)nc(-c2ccc(N)cn2)n1",
  "symbols": ["F", "F", "F", "O", "N", "N", "N", "N", "C", "C", "C", "C", "C", "C", "C", "C", "C", "C", "C", "C", "C", "H", "H", "H", "H", "H", "H", "H", "H", "H", "H", "H"],
  "positions_angstrom": [[-3.648, -1.206, -1.043], [-4.253, 0.818, -0.506], [-3.719, -0.603, 0.932], [0.323, 2.904, -1.865], [3.608, -3.150, 3.591], [0.830, 1.110, -0.541], [-0.793, -0.464, 0.103], [2.566, -0.401, 1.298], [-1.846, 0.230, -0.404], [1.504, -1.015, 0.651], [-1.464, 1.427, -1.181], [0.755, 4.333, 0.124], [-0.119, 1.838, -1.149], [2.973, -2.429, 2.568], [1.158, -2.317, 0.970], [1.307, 3.771, -1.170], [0.582, -0.155, -0.044], [-0.181, 5.292, 0.232], [1.901, -3.072, 1.888], [3.302, -1.089, 2.193], [-3.361, -0.191, -0.209], [2.211, 3.239, -0.893], [-0.476, 5.726, 1.168], [4.183, -0.638, 2.597], [3.006, -3.762, 4.144], [1.724, -4.089, 2.110], [0.332, -2.762, 0.406], [-0.573, 5.774, -0.745], [1.250, 3.955, 1.014], [4.444, -2.793, 4.098], [1.553, 4.641, -1.640], [-2.144, 2.011, -1.762]],
  "nbo_charge": [-0.32, -0.34, -0.28, -0.50, -0.82, -0.46, -0.47, -0.34, 0.15, 0.05, -0.30, -0.22, 0.52, 0.16, -0.15, -0.12, 0.41, -0.37, -0.24, -0.02, 0.96, 0.21, 0.21, 0.19, 0.39, 0.22, 0.24, 0.19, 0.20, 0.40, 0.20, 0.24]
}


Record 5
{
  "formula": "C20H22BrN3O3S",
  "method": "the ωB97M-V functional and the def2-TZVPD basis",
  "total_charge": 0,
  "fmax_ev_per_a": 0.7,
  "homo_energy_ev": -7.65,
  "homo_lumo_gap_ev": 7.73,
  "lumo_ev": 0.086,
  "e_tot_ev": -112587.804,
  "smiles": "CCOc1ccc(C(=O)NC(=S)Nc2ccccc2N2CCOCC2)cc1Br",
  "symbols": ["Br", "S", "O", "O", "O", "N", "N", "N", "C", "C", "C", "C", "C", "C", "C", "C", "C", "C", "C", "C", "C", "C", "C", "C", "C", "C", "C", "C", "H", "H", "H", "H", "H", "H", "H", "H", "H", "H", "H", "H", "H", "H", "H", "H", "H", "H", "H", "H", "H", "H"],
  "positions_angstrom": [[6.205, -1.418, 1.718], [-1.897, 0.700, -1.620], [-3.482, 2.657, 2.417], [6.700, 0.264, -0.594], [0.961, -2.116, 0.453], [-1.567, -1.459, -0.084], [-3.696, 0.280, 0.787], [0.327, -0.249, -0.680], [1.259, -1.096, -0.147], [5.381, 0.016, -0.581], [7.010, 2.606, -1.219], [-3.960, -0.946, 0.228], [-1.055, -0.413, -0.738], [-3.972, 2.653, 1.089], [-2.926, -1.838, -0.118], [3.107, 0.124, -1.385], [4.925, -0.801, 0.465], [4.442, 0.462, -1.509], [-5.549, -2.630, -0.497], [-5.274, -1.364, -0.024], [-3.218, -3.127, -0.545], [7.265, 1.141, -1.552], [2.667, -0.675, -0.334], [-4.524, -3.535, -0.726], [-3.125, 1.372, 2.880], [3.603, -1.151, 0.587], [-2.633, 0.466, 1.752], [-4.673, 1.344, 0.740], [4.748, 1.072, -2.344], [-6.574, -2.921, -0.669], [7.518, 3.238, -1.942], [7.393, 2.829, -0.226], [-5.075, 1.410, -0.274], [-4.739, -4.535, -1.068], [-0.882, -2.134, 0.265], [-3.147, 2.812, 0.380], [0.640, 0.587, -1.157], [-2.399, -3.795, -0.767], [2.423, 0.467, -2.147], [-1.750, 0.934, 1.291], [-6.092, -0.692, 0.179], [-5.504, 1.182, 1.444], [6.905, 0.894, -2.558], [-2.334, 1.517, 3.621], [3.271, -1.790, 1.391], [-2.334, -0.499, 2.169], [5.947, 2.835, -1.236], [-4.665, 3.494, 1.014], [-3.985, 0.899, 3.379], [8.336, 0.929, -1.506]],
  "nbo_charge": [0.08, -0.22, -0.53, -0.48, -0.62, -0.62, -0.43, -0.63, 0.69, 0.30, -0.64, 0.18, 0.28, -0.08, 0.14, -0.18, -0.12, -0.25, -0.19, -0.25, -0.21, -0.06, -0.18, -0.25, -0.07, -0.17, -0.24, -0.24, 0.22, 0.21, 0.22, 0.22, 0.22, 0.22, 0.45, 0.18, 0.43, 0.21, 0.22, 0.19, 0.21, 0.18, 0.17, 0.20, 0.25, 0.22, 0.21, 0.19, 0.16, 0.20]
}


Computed energy relative to the best compared isomer or geometry (same formula, charge and spin), in the same sequence as the records: 214.7, 21.5, 0.0, 183.9, 0.0 kJ/mol.